The following is a DFT calculation (ωB97M-V/def2-TZVPD) of a 3-piece molecular cluster, C5H10O overall.

Computed properties:
electronic energy = -271.58371 Ha
2S+1 = 1
Kohn-Sham gap = 10.4 eV
ΔE to the lowest compared entry with this formula, charge and spin = 106.0 kcal/mol

CARTESIAN COORDINATES (ANGSTROEM)
C (0.7301, -1.2195, 1.1752)
C (0.3369, -1.6138, -0.2378)
C (-0.7770, -0.9301, -0.9779)
C (0.4190, -0.6591, -1.3946)
C (0.3064, 2.2855, -0.3911)
O (0.2986, 2.3783, 0.8106)
H (1.8001, -1.3898, 1.3462)
H (0.5209, -0.1618, 1.3674)
H (0.1794, -1.8149, 1.9135)
H (0.5046, -2.6760, -0.4495)
H (-1.8459, -0.7984, -1.0590)
H (-2.3763, 0.9267, 0.8623)
H (1.0678, -0.1433, -2.0877)
H (1.2492, 2.2977, -0.9724)
H (-0.6233, 2.1833, -0.9822)
H (-1.7907, 1.3351, 1.0770)